[1]
Computed, not measured: a molecular structure, C35H47BN10PdS7 at a distorted geometry, with ωB97M-V/def2-TZVPD.

## Properties
HOMO-LUMO gap (spin up / spin down) = 7.678 / 4.496 eV
E_LUMO (spin up / spin down) = -4.7 / -7.9 eV
E_HOMO (spin up / spin down) = -12.377 / -12.437 eV

The geometry in ORCA input format:
```
! RIJCOSX wB97M-V def2-TZVPD def2/J DEFGRID3
* xyz 2 5
Pd 0.1329 5.0015 25.6223
C -0.5327 10.0379 28.0633
C 0.1504 10.4235 26.7002
C -0.8294 10.4593 25.5139
C 0.6457 11.8128 26.9010
N 1.2377 9.4402 26.5695
C 2.5919 9.7232 26.5784
C 3.2374 8.6381 26.0575
N 2.2914 7.6463 25.7193
B 2.5169 6.2969 24.8841
N 3.5448 5.3738 25.5012
C 4.8965 5.6034 25.5520
C 5.4516 4.6144 26.2883
N 4.4523 3.6619 26.5021
C 3.2741 4.1689 26.0950
S 1.7529 3.4559 26.0923
C 4.5582 2.4693 27.4850
C 3.9402 1.2146 26.7653
C 6.0338 2.1419 27.9315
C 3.7694 2.8513 28.7412
N 2.6078 6.4929 23.3558
C 3.1016 7.6958 22.8218
C 3.5483 7.4215 21.5836
N 3.2588 6.0722 21.2930
C 2.8071 5.4648 22.4545
S 2.6170 3.8526 22.8074
C 3.6160 5.2322 20.0572
C 5.0132 4.6710 20.2446
C 3.4743 6.2428 18.8619
C 2.4885 4.1956 19.7675
C 1.0315 8.1616 26.1370
S -0.4117 7.2525 25.9888
H -1.1932 10.8514 28.4056
H 0.2845 9.7886 28.7864
H -1.1189 9.0962 27.8765
H -0.3111 9.8986 24.7173
H -0.9845 11.5119 25.2686
H -1.7970 9.9362 25.7027
H -0.1616 12.4966 27.1428
H 1.1264 12.2150 26.0019
H 1.4224 11.9505 27.7275
H 2.9888 10.6364 26.9956
H 4.3027 8.5653 25.8150
H 1.3818 5.7356 24.9037
H 5.3584 6.3688 24.9327
H 6.4851 4.5003 26.4955
H 4.0630 1.2398 25.6602
H 2.9011 1.0642 27.0533
H 4.4504 0.3208 27.1546
H 6.5542 1.9389 26.9893
H 6.0931 1.2737 28.6292
H 6.4940 2.9897 28.4171
H 2.7278 2.7888 28.4710
H 4.0423 3.8631 29.0943
H 3.8897 2.1748 29.6362
H 2.9847 8.6953 23.2940
H 4.0285 7.9935 20.8074
H 5.8342 5.3724 20.4630
H 5.3900 4.0906 19.3832
H 4.8935 3.9209 21.1038
H 4.3002 7.0100 18.9090
H 2.5112 6.7222 18.8135
H 3.6584 5.7477 17.8697
H 2.6690 3.2625 20.3645
H 2.6175 3.9512 18.6832
H 1.4800 4.6249 19.9528
C -3.9793 3.8659 20.7537
C -3.8183 4.3524 22.1674
C -4.6824 5.1208 22.8888
C -4.2331 5.6076 24.1118
N -3.2564 4.9963 24.8084
C -2.4710 4.1758 24.0974
S -1.3001 3.1886 24.8827
N -2.6455 4.0149 22.7558
C -4.7442 6.8259 24.7701
H -3.0397 3.5966 20.2834
H -4.4533 4.6606 20.2126
H -4.5087 2.8893 20.7350
H -5.6072 5.5271 22.4259
H -1.9287 3.4529 22.3008
H -5.5837 7.2258 24.1634
H -3.9269 7.5623 24.6229
H -5.0038 6.8037 25.8177
S -4.9838 6.7794 17.2909
C -3.4391 6.7395 17.8469
S -3.1126 7.1148 19.5043
C -1.4002 6.7990 19.2584
N -1.0803 6.6695 17.9534
N -2.2561 6.5537 17.2101
C -2.1118 6.1454 15.8458
C -0.8963 6.3852 15.2205
C -0.6739 5.9414 13.9284
C -1.5532 5.0784 13.3465
C -2.7434 4.8043 14.0324
C -2.9777 5.1688 15.3046
S -0.4740 6.7138 20.6129
H -0.2323 7.1104 15.6556
H 0.3049 6.2125 13.4331
H -1.3510 4.7559 12.3400
H -3.5341 4.1749 13.5603
H -3.8669 4.9059 15.8870
*
```

[2]
Computed, not measured: a molecular structure, C34H32FeGeN3O3S4Sb at a distorted geometry, with ωB97M-V/def2-TZVPD.

## Properties
HOMO-LUMO gap (spin up / spin down) = 5.940 / 5.951 eV
E_LUMO (spin up / spin down) = 3.9 / 3.9 eV
E_HOMO (spin up / spin down) = -2.030 / -2.042 eV

The geometry in ORCA input format:
```
! RIJCOSX wB97M-V def2-TZVPD def2/J DEFGRID3
* xyz -2 5
Fe -0.4855 -0.2580 0.6851
S -2.2110 -3.4357 2.8285
Sb -2.4118 -1.3963 1.9008
S -1.1166 0.3161 2.8768
S -1.5128 -1.7058 -0.6110
S -4.5191 -0.5874 1.5208
C -3.9246 -2.1662 -4.5023
C -4.5383 -0.9694 -3.8503
C -5.0626 0.0749 -4.5969
C -5.5683 1.2117 -3.9868
C -5.5683 1.3112 -2.6017
N -6.0490 2.5147 -2.0330
C -5.9465 2.9117 -0.7142
O -6.8792 3.4450 -0.1515
N -4.7416 2.7148 -0.0914
C -3.4692 2.5588 -0.6490
C -3.1193 2.9325 -1.9370
C -1.8353 2.6368 -2.4004
C -0.9587 1.9649 -1.5698
N -1.2787 1.6755 -0.3131
C -2.4884 1.9741 0.1607
C -5.0909 0.2529 -1.8374
C -4.5756 -0.8649 -2.4631
H -4.0892 -2.1540 -5.5806
H -4.3396 -3.0917 -4.1057
H -2.8518 -2.2009 -4.3217
H -5.0586 0.0175 -5.6797
H -5.9363 2.0350 -4.5852
H -6.9018 2.8834 -2.4506
H -4.8128 2.6065 0.9176
H -3.8416 3.4144 -2.5789
H -1.5463 2.8833 -3.4096
H 0.0185 1.6317 -1.8967
H -2.6940 1.6904 1.1867
H -5.0937 0.2627 -0.7572
H -4.1705 -1.6388 -1.8335
O 2.1092 0.8740 0.2150
C 2.2614 -0.2320 0.7296
O 1.3374 -1.0614 0.9546
C 3.6743 -0.7467 1.0241
C 4.4275 -1.0299 -0.2608
Ge 3.6094 -2.4121 -1.3749
C 2.0771 -1.7722 -2.3833
C 1.1561 -2.6921 -2.8694
C 0.1060 -2.2985 -3.6797
C -0.0205 -0.9689 -4.0375
C 0.8929 -0.0446 -3.5695
C 1.9225 -0.4370 -2.7313
C 4.9512 -2.8878 -2.7417
C 5.2832 -4.1705 -3.1597
C 6.2045 -4.3877 -4.1728
C 6.8168 -3.3172 -4.7989
C 6.4924 -2.0299 -4.4119
C 5.5708 -1.8251 -3.4005
C 3.0648 -3.9453 -0.3029
C 1.7999 -3.8980 0.2856
C 1.3474 -4.9342 1.0855
C 2.1445 -6.0403 1.3058
C 3.4047 -6.1040 0.7380
C 3.8577 -5.0620 -0.0561
H 3.6131 -1.6683 1.6092
H 4.1947 0.0070 1.6214
H 5.4367 -1.4021 -0.0404
H 4.5414 -0.1165 -0.8469
H 1.2325 -3.7355 -2.5862
H -0.6156 -3.0266 -4.0109
H -0.8481 -0.6497 -4.6606
H 0.7848 0.9992 -3.8362
H 2.5794 0.3126 -2.3153
H 4.8020 -5.0254 -2.7185
H 6.4341 -5.3997 -4.4763
H 7.5347 -3.4846 -5.5913
H 6.9520 -1.1814 -4.9028
H 5.3282 -0.8083 -3.1298
H 1.1573 -3.0471 0.1481
H 0.3711 -4.8544 1.5385
H 1.7887 -6.8472 1.9306
H 4.0412 -6.9597 0.9203
H 4.8613 -5.1210 -0.4500
*
```

[3]
Computed, not measured: 5 unconnected molecules or ions with the total composition C17H18I2N3O14P at a distorted geometry, with ωB97M-V/def2-TZVPD.

## Properties
SMILES = N#C[C@H](I)[C@@](C#N)(N=C=O)P(O)I.O=C1OCCO1.O=C1OCCO1.O=C1OCCO1.O=C1OCCO1
HOMO-LUMO gap = 8.309 eV
E_LUMO = -0.4 eV
E_HOMO = -8.714 eV

The geometry in ORCA input format:
```
! RIJCOSX wB97M-V def2-TZVPD def2/J DEFGRID3
* xyz 0 1
N -0.9537 5.0635 3.7717
C -1.0738 4.0111 3.3394
C -1.1704 2.4654 3.2038
I -1.9846 2.1362 1.1783
C -2.2090 1.8146 4.2107
C -2.3994 0.3222 3.8320
N -2.5865 -0.7157 3.3860
N -1.8616 1.9550 5.6544
C -0.6359 1.9961 5.8680
O 0.4647 2.2665 6.0712
P -3.9094 2.7195 3.9896
O -5.0730 1.6846 4.6314
I -3.9269 4.6701 5.5361
H -0.1677 1.9709 3.1811
H -5.8334 2.2620 4.8544
O -0.6740 -0.0658 -0.6445
C 0.4703 0.1565 -0.9101
O 1.0460 -0.1167 -2.1091
C 2.3354 0.4927 -2.1078
C 2.6499 0.6008 -0.6462
O 1.3596 0.7119 -0.0490
H 3.0565 -0.1217 -2.6461
H 2.2665 1.4689 -2.5945
H 3.1414 -0.2923 -0.2583
H 3.2631 1.4708 -0.4177
O 3.9508 -2.5073 -1.0999
C 3.0221 -3.0733 -0.6080
O 2.1322 -2.4896 0.2414
C 1.0568 -3.4112 0.4224
C 1.6938 -4.7308 0.1037
O 2.7183 -4.3785 -0.8231
H 0.6727 -3.3667 1.4407
H 0.2510 -3.1553 -0.2706
H 2.1546 -5.1952 0.9794
H 0.9937 -5.4323 -0.3418
O 0.5888 -7.2274 -1.8004
C 0.1044 -6.4063 -2.5212
O -0.6825 -5.3749 -2.0982
C -0.8659 -4.5030 -3.2125
C -0.6359 -5.4086 -4.3882
O 0.2649 -6.3805 -3.8691
H -1.8661 -4.0714 -3.2070
H -0.1309 -3.6959 -3.1539
H -1.5496 -5.9124 -4.7141
H -0.1974 -4.8869 -5.2380
O 1.8528 3.5221 -0.6444
C 1.0602 4.2993 -1.0761
O 1.0342 4.7309 -2.3658
C -0.1765 5.4591 -2.5439
C -0.5116 5.8953 -1.1458
O 0.0669 4.8689 -0.3447
H -0.0283 6.2999 -3.2206
H -0.9316 4.7917 -2.9673
H -0.0504 6.8507 -0.8829
H -1.5855 5.9623 -0.9748
*
```

[4]
Computed, not measured: a molecular structure, C51H48AsBaF10N6O5P at a distorted geometry, with ωB97M-V/def2-TZVPD.

## Properties
HOMO-LUMO gap = 5.369 eV
E_LUMO = 3.7 eV
E_HOMO = -1.660 eV

The geometry in ORCA input format:
```
! RIJCOSX wB97M-V def2-TZVPD def2/J DEFGRID3
* xyz -2 1
Ba -1.1773 0.7161 0.3454
C -3.4354 -2.3504 0.4430
N -3.4721 -0.9151 0.6590
C -3.9252 -0.6256 2.0163
C -2.7959 -0.7566 3.0435
N -1.8032 0.2799 2.9387
C -1.9589 1.4082 3.5933
C -0.8447 2.2939 3.7052
F 0.3661 1.8334 3.2917
C -0.8851 3.5413 4.2697
F 0.2331 4.3046 4.3085
C -2.0501 4.0115 4.8701
F -2.1039 5.2415 5.4482
C -3.1422 3.1576 4.8841
F -4.2789 3.5415 5.5152
C -3.1007 1.9182 4.2859
F -4.2565 1.1899 4.3817
C -4.3505 -0.2909 -0.3241
C -3.6951 -0.1904 -1.7066
N -2.9119 1.0147 -1.8246
C -3.5304 2.1479 -2.0656
C -2.7545 3.3385 -2.2205
F -1.4075 3.2303 -2.0757
C -3.2483 4.5765 -2.5403
F -2.4049 5.6199 -2.7257
C -4.6175 4.7709 -2.7187
F -5.1303 5.9828 -3.0764
C -5.4391 3.6676 -2.5438
F -6.7853 3.8065 -2.6868
C -4.9297 2.4194 -2.2526
F -5.8799 1.4317 -2.1486
H -3.0562 -2.5674 -0.5543
H -4.4400 -2.8004 0.5395
H -2.7777 -2.8089 1.1796
H -4.7683 -1.2837 2.3066
H -4.2703 0.4061 2.0521
H -2.2629 -1.7001 2.8716
H -3.2342 -0.8086 4.0499
H -4.5403 0.7313 -0.0017
H -5.3151 -0.8295 -0.3763
H -4.4670 -0.2557 -2.4844
H -2.9948 -1.0114 -1.8561
O 2.1593 6.1259 1.5566
C 1.4602 4.9885 1.2767
C 0.0821 4.9903 1.1084
C -0.5546 3.7935 0.8191
N 0.1133 2.6663 0.6663
C 1.4206 2.6452 0.8680
C 2.1458 3.7831 1.1717
C 2.0433 1.2666 0.8177
O 3.2385 1.1510 1.0949
O 1.2659 0.3186 0.4947
C -2.0875 3.6789 0.7892
O -2.7336 4.7232 0.7794
O -2.5222 2.5048 0.8382
H 1.5294 6.8500 1.6571
H -0.5175 5.8827 1.2166
H 3.2090 3.7300 1.3285
N -0.3050 -3.1009 -1.3118
C -0.3275 -4.4014 -1.6494
C -0.9411 -4.4815 -2.8787
C -1.2529 -3.1539 -3.2006
N -0.8610 -2.3391 -2.2411
H 0.0714 -2.6594 -0.4813
H 0.0827 -5.1663 -1.0257
H -1.1260 -5.3608 -3.4608
H -1.7355 -2.7734 -4.0804
C -0.3447 -5.3747 1.8709
C -0.0762 -4.3770 2.9891
P 0.2640 -2.6539 2.3029
C 2.0501 -2.7810 1.7722
C 2.9553 -3.8724 2.3326
C 0.4598 -1.7149 3.8913
C 1.5300 -2.1133 4.8992
H -0.5678 -6.3662 2.2690
H 0.5231 -5.4556 1.2203
H -1.1896 -5.0490 1.2675
H 0.7377 -4.7326 3.6210
H -0.9713 -4.2876 3.6100
H 2.4492 -1.7862 1.9840
H 2.0420 -2.8708 0.6824
H 2.9556 -3.9032 3.4184
H 3.9752 -3.6901 1.9972
H 2.6586 -4.8520 1.9619
H -0.5190 -1.7337 4.3737
H 0.6284 -0.6910 3.5553
H 1.4319 -3.1526 5.2096
H 1.4261 -1.4923 5.7877
H 2.5285 -1.9523 4.5040
C 2.6804 -1.0635 -6.6541
C 3.7034 -0.7773 -5.7642
C 3.4209 -0.5774 -4.4259
C 2.1171 -0.6506 -3.9484
C 1.0980 -0.9040 -4.8567
C 1.3742 -1.1172 -6.1976
As 1.6829 -0.3647 -2.0129
C 3.1075 -1.6119 -1.4853
C 4.0430 -1.3465 -0.4920
C 5.0080 -2.2846 -0.1629
C 5.0330 -3.5216 -0.7854
C 4.0696 -3.8209 -1.7368
C 3.1217 -2.8737 -2.0824
C 2.5450 1.3787 -2.0207
C 1.6885 2.4541 -2.2262
C 2.1536 3.7567 -2.2028
C 3.4975 4.0033 -1.9778
C 4.3650 2.9379 -1.8064
C 3.8942 1.6363 -1.8368
H 2.9056 -1.2412 -7.6986
H 4.7249 -0.7132 -6.1190
H 4.2283 -0.3599 -3.7344
H 0.0807 -0.9327 -4.4859
H 0.5692 -1.3281 -6.8899
H 3.9817 -0.4161 0.0597
H 5.7410 -2.0497 0.5990
H 5.7894 -4.2513 -0.5179
H 4.0593 -4.7974 -2.2077
H 2.3750 -3.1114 -2.8368
H 0.6371 2.2617 -2.3914
H 1.4641 4.5796 -2.3343
H 3.8698 5.0198 -1.9387
H 5.4181 3.1200 -1.6298
H 4.5906 0.8205 -1.6890
*
```

[5]
Computed, not measured: 14 unconnected molecules or ions with the total composition C23H29BrCl39I2NO2S at a distorted geometry, with ωB97M-V/def2-TZVPD.

## Properties
HOMO-LUMO gap = 9.230 eV
E_LUMO = 0.1 eV
E_HOMO = -9.133 eV

The geometry in ORCA input format:
```
! RIJCOSX wB97M-V def2-TZVPD def2/J DEFGRID3
* xyz 0 1
C -2.2624 0.8827 0.9504
C -2.9323 0.0436 -0.1544
S -4.7190 0.3556 -0.2770
C -4.9666 0.7558 -2.0166
C -4.8544 2.2424 -2.3825
Br -5.0347 2.2745 -4.3633
C -6.0733 3.0275 -1.8899
O -7.1931 2.9483 -2.3151
N -5.6776 3.9062 -0.8492
C -4.2373 4.1456 -0.9389
O -3.7175 4.0142 0.3553
I -4.0014 6.1591 -1.6677
C -3.6379 3.0187 -1.8462
C -2.5149 3.3430 -2.8419
C -1.0985 3.0657 -2.3381
C -0.0900 3.0941 -3.4893
I -0.4080 4.4850 -0.8681
H -2.9962 1.1898 1.6964
H -1.8068 1.7888 0.5404
H -1.4724 0.3101 1.4384
H -2.4843 0.2771 -1.1237
H -2.7789 -1.0182 0.0404
H -4.3272 0.1614 -2.6731
H -5.9938 0.4494 -2.2406
H -5.8370 3.4329 0.0414
H -3.3532 4.8520 0.6611
H -3.1540 2.3830 -1.0993
H -2.6135 2.6973 -3.7166
H -2.5779 4.3733 -3.1998
H -1.0429 2.0817 -1.8657
H -0.4041 2.4015 -4.2756
H 0.0445 4.1011 -3.8862
H 0.8870 2.7572 -3.1304
C -0.6121 -1.8080 3.9630
Cl -2.3062 -1.6123 3.5090
Cl 0.4031 -1.9295 2.5209
Cl -0.0798 -0.4893 4.9983
H -0.5175 -2.7324 4.5165
C -8.0034 0.3812 -5.9193
Cl -8.6883 1.0569 -7.3978
Cl -9.0469 -0.8785 -5.2561
Cl -6.3823 -0.2465 -6.2133
H -7.9257 1.1773 -5.1873
C 2.3983 7.6225 -0.8260
Cl 2.3455 9.1529 -1.7021
Cl 3.9985 7.3397 -0.1442
Cl 1.1577 7.5810 0.4271
H 2.1841 6.8254 -1.5267
C -4.9379 -3.2241 -8.2053
Cl -5.9956 -2.3925 -9.3434
Cl -3.9700 -4.4499 -9.0258
Cl -3.9029 -2.0732 -7.3603
H -5.5572 -3.7209 -7.4705
C 4.2802 -1.1898 6.0003
Cl 3.3277 -0.9798 4.5304
Cl 3.7524 -0.0696 7.2583
Cl 4.2166 -2.8596 6.5603
H 5.3150 -0.9850 5.7599
C -2.1869 1.0401 -9.4216
Cl -2.1940 -0.2644 -10.6077
Cl -3.7474 1.1638 -8.6174
Cl -0.8913 0.8073 -8.2422
H -1.9991 1.9685 -9.9432
C -11.8922 -3.6370 -3.2416
Cl -10.4083 -3.5528 -4.1927
Cl -12.9369 -2.2621 -3.5929
Cl -12.7348 -5.1603 -3.5218
H -11.6202 -3.5927 -2.1959
C 8.6771 -2.1618 4.4648
Cl 9.3283 -0.8943 5.4977
Cl 8.8825 -3.7467 5.2140
Cl 6.9765 -1.8688 4.0929
H 9.2230 -2.1580 3.5319
C -1.9520 9.7300 0.8922
Cl -3.0340 9.8016 -0.5001
Cl -2.4128 10.9166 2.1098
Cl -1.9143 8.1053 1.5754
H -0.9523 9.9665 0.5504
C 5.6575 -6.9588 7.4643
Cl 4.2303 -5.9215 7.4622
Cl 6.4552 -6.9278 5.8952
Cl 6.7738 -6.4889 8.7461
H 5.3329 -7.9729 7.6577
C 9.5811 -4.0810 0.7441
Cl 8.3201 -2.8454 0.6888
Cl 10.4013 -4.2193 -0.8076
Cl 10.7374 -3.7462 2.0358
H 9.1059 -5.0283 0.9604
C 11.6987 -1.2699 9.3767
Cl 13.4183 -0.9345 9.1696
Cl 10.7910 0.2265 9.6075
Cl 11.0620 -2.1770 8.0075
H 11.5813 -1.8716 10.2676
C 8.0677 -10.7996 4.8070
Cl 7.5807 -9.7773 3.4530
Cl 9.8227 -10.8693 4.9437
Cl 7.3422 -10.2341 6.3112
H 7.7054 -11.8004 4.6161
*
```

[6]
Computed, not measured: a single C8H7N3O2 molecule at a distorted geometry, with ωB97M-V/def2-TZVPD.

## Properties
HOMO-LUMO gap = 7.026 eV
E_LUMO = -0.9 eV
E_HOMO = -7.923 eV

The geometry in ORCA input format:
```
! RIJCOSX wB97M-V def2-TZVPD def2/J DEFGRID3
* xyz 0 1
N -0.7071 2.7894 -3.6173
O -1.8164 3.7233 -0.3448
O 1.0726 -1.3871 2.1580
N -0.9176 2.3088 -2.5683
C -1.4022 2.6238 -0.2256
C 0.8001 -1.9637 1.1679
C -1.0210 1.7804 -1.4039
C -1.0985 2.0758 1.0879
C -0.5429 0.7486 1.1814
C -0.5351 0.4621 -1.2848
C -0.2839 -0.1127 -0.0002
N 0.2357 -1.4279 0.0513
C 1.8559 -2.9881 0.7282
H -1.2712 2.6479 1.9560
H -0.2816 0.4816 2.2067
H -0.3861 -0.1510 -2.1540
H -0.0911 -2.0608 -0.7003
H 1.8059 -3.1703 -0.3638
H 1.8427 -3.8990 1.4626
H 2.7417 -2.4811 0.6630
*
```

[7]
Computed, not measured: a single C6H8FN molecule at a distorted geometry, with ωB97M-V/def2-TZVPD.

## Properties
SMILES = C#C[C@@]1(NC)C[C@H]1F
HOMO-LUMO gap = 9.883 eV
E_LUMO = 0.9 eV
E_HOMO = -8.985 eV

The geometry in ORCA input format:
```
! RIJCOSX wB97M-V def2-TZVPD def2/J DEFGRID3
* xyz 0 1
C 1.5593 -0.3094 -2.1978
C 1.0416 0.1937 -1.1592
C 0.2458 0.3943 0.0067
N -1.0164 -0.1872 -0.3557
C -1.0762 -1.5428 -0.1708
C 0.5754 0.5807 1.4042
C 0.0216 1.7085 0.6661
F 1.0307 2.5395 0.0833
H 2.1307 -0.3129 -3.2000
H -1.7828 0.2856 0.2496
H -0.7114 -1.7320 0.9623
H -0.6823 -2.3596 -0.8234
H -2.2156 -1.8525 -0.0290
H 1.6897 0.4320 1.6387
H 0.1478 -0.0999 2.1952
H -0.9577 2.2620 0.7297
*
```

The DFT total energy results, record by record, are as follows: -131947.489, -187178.608, -76545.003, -170842.627, -615359.406, -16971.253, -10553.576 eV.